Entry from OMol25: a gas-phase ion, C8H13N4OS (charge +1) in a non-equilibrium geometry (ωB97M-V with the def2-TZVPD basis set).

Each line ends with the Mulliken charge.
Atoms and positions in Å:
C  -0.049  2.079  -1.118  -0.03
C  0.199  -1.672  0.751  0.62
C  0.930  -1.398  -0.401  0.49
C  0.582  1.020  -0.485  -0.12
C  -0.393  -0.671  1.495  -0.02
C  0.115  -3.112  1.207  -1.45
C  1.597  -2.492  -1.157  -1.41
C  -1.184  4.165  -0.164  -0.41
N  0.952  -0.182  -1.021  -0.13
N  -0.285  3.018  -0.172  0.32
N  0.732  1.309  0.836  -0.32
N  0.223  2.506  0.990  -0.11
O  -2.387  3.841  0.433  -0.48
S  -1.722  -0.816  2.484  -0.16
H  -0.322  2.219  -2.143  0.45
H  1.106  -3.518  1.393  0.32
H  -0.374  -3.724  0.451  0.34
H  -0.462  -3.180  2.124  0.42
H  2.338  -2.982  -0.527  0.34
H  2.096  -2.117  -2.047  0.35
H  0.880  -3.256  -1.457  0.33
H  -1.278  4.519  -1.197  0.36
H  -0.720  4.946  0.451  0.32
H  1.254  -0.171  -1.987  0.28
H  0.051  2.917  1.896  0.25
H  -1.628  0.401  3.064  0.11
H  -3.004  3.427  -0.183  0.34

Cartesian forces, eV/Å:
0.1252 0.0368 0.7801
0.2148 -0.2975 0.1242
-0.6040 -0.0650 0.4791
-0.2719 0.8513 0.0476
-0.3911 0.7665 -0.0009
0.0347 -0.0362 -0.1815
0.0034 -0.0810 -0.1585
-0.1718 0.4495 0.0625
0.3943 0.0319 -0.4896
0.4784 -0.8740 0.1049
0.1232 0.1332 0.2042
-0.0218 -0.2504 -0.9880
-0.3017 0.0191 0.1527
0.2976 -0.1048 -0.1234
-0.1292 0.0948 -0.2177
0.0610 -0.1538 0.0516
-0.0288 -0.1719 0.0019
0.0293 -0.0666 0.0619
0.0404 -0.0062 0.0073
0.0580 -0.0234 -0.0566
-0.0250 -0.0291 -0.0130
0.1313 -0.1189 0.1424
-0.0668 -0.1747 -0.2193
0.0442 0.0092 0.2479
0.0111 0.0853 -0.0179
-0.1441 -0.0759 0.0029
0.1093 0.0518 -0.0047

* F_max: 1.02 eV Å⁻¹
* multiplicity: 1
* total charge: +1
* frontier orbital gap (spin up / spin down): 6.50 / 6.51 eV
* lowest unoccupied orbital energy (spin up / spin down): -3.8 / -3.7 eV
* relative energy (zero: lowest compared OMol25 entry of this formula, charge and spin): 98.7 kcal/mol